{
  "formula": "C31H32FMoN3O6SSi",
  "method": "ωB97M-V with the def2-TZVPD basis set",
  "mol_weight_g_mol": 717.7,
  "largest_force_ha_per_bohr": 0.0296,
  "charge": 2,
  "homo_ev": -14.13,
  "energy_ha": -2671.48325,
  "elements": ["Mo", "C", "O", "C", "C", "C", "C", "C", "C", "N", "N", "C", "O", "C", "C", "C", "C", "C", "C", "C", "O", "H", "H", "H", "H", "H", "H", "H", "H", "H", "H", "H", "H", "C", "Si", "C", "C", "N", "C", "C", "C", "C", "C", "C", "F", "H", "H", "H", "H", "H", "H", "H", "H", "H", "H", "H", "H", "H", "C", "C", "C", "C", "C", "C", "C", "S", "O", "O", "O", "H", "H", "H", "H", "H", "H", "H"],
  "positions_angstrom": [[-0.0375, 0.5607, -0.0437], [-1.6567, 4.2028, -0.7737], [-0.5473, 5.0950, -0.5621], [0.5106, 4.6945, 0.1318], [1.3945, 5.7093, 0.5561], [2.5186, 5.4385, 1.2960], [2.8050, 4.1223, 1.6727], [1.9682, 3.1066, 1.2599], [2.1954, 1.7717, 1.7568], [1.4663, 0.7452, 1.4802], [1.7687, -0.4183, 2.1857], [1.0266, -1.3746, 1.7795], [0.1514, -1.0955, 0.7617], [1.0155, -2.7088, 2.3510], [0.0243, -3.6143, 1.9686], [-0.0062, -4.8748, 2.5380], [0.9556, -5.2313, 3.4745], [1.9517, -4.3330, 3.8433], [1.9849, -3.0690, 3.2877], [0.8502, 3.3996, 0.4637], [0.1240, 2.3178, 0.0058], [-2.4981, 4.8342, -1.0309], [-1.8858, 3.6501, 0.1393], [-1.4519, 3.5140, -1.5895], [1.1348, 6.7231, 0.2770], [3.1648, 6.2481, 1.6077], [3.6675, 3.8915, 2.2867], [2.9957, 1.6112, 2.4725], [-0.7110, -3.3289, 1.2263], [-0.7740, -5.5818, 2.2531], [0.9317, -6.2183, 3.9180], [2.7015, -4.6224, 4.5675], [2.7485, -2.3571, 3.5718], [3.4585, -1.4997, -0.7199], [2.0425, -1.3170, -1.9064], [2.5282, -1.1027, -3.6634], [0.7207, -2.6036, -1.7531], [1.2726, 0.3538, -1.3467], [1.7229, 1.4836, -2.1137], [3.0614, 1.8629, -2.1901], [3.4264, 2.9737, -2.9267], [2.4665, 3.7043, -3.6215], [1.1280, 3.3385, -3.5656], [0.7820, 2.2475, -2.8044], [-0.5123, 1.8881, -2.7165], [3.2556, -2.2898, 0.0079], [3.6642, -0.5816, -0.1658], [4.3677, -1.7712, -1.2618], [3.0248, -2.0273, -3.9784], [3.2175, -0.2777, -3.8388], [1.6496, -0.9668, -4.2995], [0.7366, -3.2264, -2.6514], [-0.2787, -2.1739, -1.6774], [0.8840, -3.2513, -0.8890], [3.8126, 1.2959, -1.6497], [4.4673, 3.2648, -2.9676], [2.7601, 4.5620, -4.2131], [0.3585, 3.8856, -4.0949], [-6.6422, -3.8251, 1.3163], [-5.6684, -2.7289, 0.9953], [-4.4262, -2.6778, 1.6371], [-3.5143, -1.6894, 1.3401], [-3.8668, -0.7324, 0.3861], [-5.0969, -0.7459, -0.2680], [-5.9857, -1.7548, 0.0475], [-2.7426, 0.4834, -0.0399], [-3.3562, 1.5720, -0.7137], [-1.6278, -0.1649, -0.9389], [-1.8645, 0.8434, 1.1246], [-6.5518, -4.1458, 2.3534], [-6.4463, -4.6938, 0.6833], [-7.6682, -3.5101, 1.1348], [-4.1853, -3.4196, 2.3890], [-2.5641, -1.6305, 1.8562], [-5.3477, 0.0249, -0.9844], [-6.9498, -1.7844, -0.4441]],
  "atomic_forces_ev_per_a": [[1.03, -1.11, -0.12], [-0.08, 0.02, 0.08], [-0.09, -0.04, -0.06], [-0.10, 0.27, -0.19], [0.01, 0.09, -0.01], [0.02, -0.07, 0.02], [0.17, 0.22, 0.08], [0.03, -0.32, 0.11], [-0.06, 0.19, 0.13], [0.00, -0.20, 0.27], [0.06, 0.37, -0.15], [-0.13, 0.15, 0.06], [0.38, -0.61, 0.42], [-0.09, -0.07, -0.25], [-0.02, -0.02, -0.07], [0.00, -0.02, 0.01], [0.00, -0.03, 0.00], [0.03, -0.03, 0.04], [0.05, 0.03, 0.06], [-0.11, -0.60, 0.06], [0.31, 1.26, -0.03], [-0.02, 0.08, -0.02], [-0.03, 0.12, -0.05], [-0.05, 0.10, 0.06], [0.02, -0.02, 0.01], [-0.01, -0.04, -0.01], [-0.05, 0.05, -0.01], [0.04, 0.04, 0.01], [-0.01, -0.02, 0.03], [0.02, 0.02, 0.00], [0.01, 0.02, -0.01], [-0.03, 0.01, -0.01], [-0.01, -0.02, 0.01], [0.08, -0.01, 0.14], [-0.06, -0.13, 0.11], [0.02, 0.19, -0.20], [-0.09, -0.09, 0.05], [-0.36, 0.25, -0.33], [-0.19, 0.03, -0.03], [0.09, -0.26, 0.20], [-0.02, 0.09, -0.07], [-0.01, 0.00, 0.00], [0.13, 0.10, -0.02], [0.08, -0.07, 0.06], [-0.04, -0.21, -0.05], [0.02, 0.05, -0.01], [0.05, -0.04, 0.01], [-0.02, 0.00, 0.02], [-0.05, 0.03, 0.02], [0.02, -0.04, -0.04], [0.05, 0.00, -0.01], [0.03, 0.01, 0.04], [-0.02, -0.06, -0.05], [-0.04, 0.04, -0.03], [-0.06, 0.01, -0.06], [-0.03, 0.01, 0.00], [-0.01, -0.03, 0.03], [0.02, -0.02, 0.01], [0.02, 0.03, -0.01], [-0.07, -0.06, 0.00], [0.00, -0.06, 0.03], [-0.05, 0.10, -0.06], [0.06, -0.14, 0.08], [0.06, -0.02, 0.08], [-0.05, -0.03, -0.01], [-0.41, 0.26, 0.08], [-0.03, -0.13, 0.00], [-0.30, 0.36, -0.31], [-0.12, 0.06, -0.16], [0.00, 0.01, -0.02], [0.00, 0.01, 0.00], [0.02, 0.00, 0.00], [-0.01, 0.02, -0.01], [-0.01, -0.02, -0.02], [0.01, -0.04, 0.00], [0.01, 0.01, 0.02]],
  "lowdin_charge": [1.970, -0.014, -0.009, -0.204, 0.069, -0.010, 0.013, -0.140, 0.019, -0.080, 0.144, -0.337, -0.252, -0.166, -0.025, -0.047, -0.036, -0.041, -0.006, -0.150, -0.257, 0.116, 0.093, 0.073, 0.146, 0.129, 0.133, 0.157, 0.108, 0.117, 0.121, 0.120, 0.121, -0.139, 0.544, -0.145, -0.148, -0.146, -0.282, -0.032, -0.041, -0.023, 0.033, -0.237, 0.060, 0.042, 0.024, 0.056, 0.063, 0.041, 0.060, 0.057, 0.023, 0.036, 0.120, 0.123, 0.126, 0.141, -0.023, -0.225, -0.008, -0.037, -0.304, -0.016, 0.001, 0.635, -0.211, -0.436, -0.383, 0.090, 0.101, 0.090, 0.127, 0.110, 0.127, 0.131]
}